Molecular formula: C23H34N4O
Method: DFT, ωB97M-V with the def2-TZVPD basis set

Output
energy	-1191.073786	a.u.
ΔE to the lowest compared entry with this formula, charge and spin	29.97	kcal per mole
multiplicity	1
E_HOMO	-8.02	eV
SMILES	OCC[C@H]1CN(Cc2cn[nH]c2C2CCCCC2)CCN1Cc1ccccc1

Last column: natural (NBO) charge in e.
Cartesian coordinates (Å):
O  1.72102  4.35951  0.73279  -0.721
N  -3.33852  -2.85145  -0.36220  -0.346
N  0.21676  -0.69871  0.54995  -0.455
N  -2.79184  -4.05940  -0.23915  -0.272
N  1.94169  1.14291  -0.83455  -0.463
C  -3.16489  0.06932  -1.31416  -0.389
C  4.72546  -2.49110  -0.80822  -0.214
C  4.13827  -1.34742  -1.32013  -0.234
C  -1.41972  -2.49765  0.61895  -0.176
C  5.25354  -2.48712  0.47161  -0.207
C  -3.49081  1.55964  -1.31485  -0.396
C  0.76468  -1.06222  -0.74441  -0.259
C  -4.48534  1.34199  0.97596  -0.399
C  -2.55575  -1.86855  0.13882  0.230
C  -4.16545  -0.14967  0.97571  -0.377
C  3.36578  1.04413  -1.09865  -0.242
C  0.73072  3.68456  -0.00845  -0.065
C  0.35886  2.33038  0.59442  -0.425
C  -4.71443  1.84069  -0.44777  -0.396
C  -1.62947  -3.86081  0.34971  -0.055
C  5.20234  -1.32985  1.22978  -0.214
C  1.07741  0.21441  -1.52955  -0.213
C  -0.24415  -1.86513  1.28677  -0.217
C  -2.92457  -0.42511  0.11755  -0.286
C  1.21162  0.05484  1.28841  -0.233
C  4.06343  -0.18485  -0.56154  0.036
C  4.61440  -0.18782  0.71467  -0.235
C  1.54894  1.35784  0.54520  -0.046
H  3.73416  -1.35713  -2.32306  0.208
H  -2.63653  2.11894  -0.92614  0.194
H  -5.37286  1.53047  1.58378  0.208
H  0.13102  0.72880  -1.73219  0.189
H  -3.98884  -0.49578  1.99634  0.212
H  -0.16879  4.31226  -0.09883  0.154
H  -0.98190  -4.68706  0.56640  0.205
H  1.67516  -1.67705  -0.62902  0.174
H  -2.27522  -0.12065  -1.91817  0.213
H  4.58544  0.71435  1.30992  0.209
H  -5.58454  1.33475  -0.87321  0.192
H  -2.07394  0.12097  0.53554  0.241
H  -0.48030  1.90624  0.04715  0.212
H  0.02026  -1.65063  -1.28605  0.214
H  0.55624  -2.61849  1.40487  0.177
H  1.53055  -0.04187  -2.48842  0.202
H  3.82745  1.94069  -0.67361  0.208
H  5.62286  -1.31622  2.22511  0.213
H  5.70977  -3.37989  0.87345  0.212
H  2.13310  -0.53801  1.43401  0.177
H  1.40379  4.47345  1.63601  0.459
H  1.15974  3.53435  -1.00055  0.195
H  -3.67290  1.89805  -2.33714  0.209
H  -3.65131  1.88935  1.42102  0.194
H  0.80650  0.29660  2.27521  0.196
H  3.48956  1.08428  -2.18563  0.201
H  -0.53426  -1.52687  2.28880  0.202
H  2.38665  1.84185  1.05736  0.212
H  -3.99744  -0.47967  -1.76170  0.187
H  0.05275  2.46531  1.63547  0.193
H  -5.02048  -0.70300  0.57892  0.185
H  4.77192  -3.38736  -1.41001  0.214
H  -4.24301  -2.75654  -0.79474  0.404
H  -4.92460  2.91211  -0.43752  0.208

Molecular formula: C23H34NO2Re
Method: DFT, ωB97M-V with the def2-TZVPD basis set

Output
net charge	+1
energy	-1179.703921	a.u.
multiplicity	4
E_HOMO (spin up / spin down)	-9.40 / -9.92	eV
<S²>	3.796

Last column: natural (NBO) charge in e.
Cartesian coordinates (Å):
Re  -0.05035  -0.53221  0.11413  1.092
O  -1.24325  -0.62504  3.09795  -0.608
O  0.12210  0.67585  1.81001  -0.771
N  1.43097  1.26359  3.96796  -0.670
C  -2.10472  -0.48157  0.23764  -0.728
C  0.30020  2.52310  -2.12718  -0.411
C  2.63752  3.23986  -3.52174  -0.239
C  2.98121  2.97579  -2.00196  -0.231
C  0.12711  -2.57858  0.19934  -0.051
C  -0.67145  -3.48812  1.08440  -0.640
C  -0.07201  1.24531  4.05315  -0.318
C  1.39808  -1.98656  0.55409  -0.095
C  0.07312  2.74427  -3.40292  -0.169
C  1.85286  -1.21060  -0.56553  -0.103
C  2.12511  -2.21224  1.84325  -0.629
C  -1.28945  -2.75736  -1.98112  -0.625
C  1.06140  -0.81344  -3.01670  -0.626
C  -2.53526  0.62545  -2.64048  -0.698
C  0.86787  -1.30976  -1.61507  -0.067
C  3.14098  -0.45402  -0.62706  -0.625
C  -2.61439  1.45522  -1.32500  0.099
C  -2.12985  1.03146  -0.08616  -0.305
C  -2.93786  3.00153  -1.49405  -0.672
C  -0.49123  0.34304  2.90482  0.738
C  -0.18326  -2.17381  -1.15217  -0.077
C  1.42318  3.11264  -4.09519  -0.225
C  1.39175  2.47670  -1.41064  0.090
H  -0.60126  2.04096  -1.58285  0.265
H  -0.77542  2.71047  -3.96288  0.218
H  1.55196  0.16099  -3.01902  0.236
H  -2.44342  1.30491  -3.59079  0.229
H  1.83955  1.66564  4.81790  0.439
H  -0.45601  2.25804  3.90414  0.248
H  -4.01946  3.04386  -1.24558  0.242
H  0.11301  -0.73500  -3.55016  0.220
H  1.42638  -2.27441  2.68910  0.221
H  -1.09121  -3.81956  -2.18278  0.234
H  2.84874  -1.40949  2.03033  0.204
H  -0.07950  -4.37636  1.35180  0.234
H  -2.30270  3.69916  -0.83864  0.230
H  3.14883  0.23157  -1.47565  0.245
H  3.56002  3.53250  -3.97252  0.235
H  2.68182  -3.16090  1.80892  0.242
H  1.31322  3.36488  -5.31804  0.239
H  3.65374  2.96409  -1.19876  0.228
H  3.29669  0.12950  0.28942  0.203
H  -2.48823  -0.53099  1.24549  0.254
H  -0.94384  -2.96858  2.01493  0.247
H  -0.38861  0.84190  5.01525  0.250
H  -2.24829  -2.70230  -1.46254  0.228
H  -1.59322  -3.80186  0.58049  0.237
H  -2.71768  3.42253  -2.55558  0.218
H  1.70260  -1.51673  -3.57157  0.239
H  -2.74322  -0.91692  -0.54537  0.211
H  -1.37682  -2.23932  -2.93590  0.225
H  1.81830  0.30611  3.85377  0.452
H  -1.58512  -0.03763  -2.80178  0.231
H  1.74542  1.83643  3.16263  0.464
H  -3.48077  0.03873  -2.65695  0.246
H  3.98837  -1.14639  -0.72508  0.231
H  -1.79423  1.76877  0.66979  0.217